Entry 1:
Below is 10 unconnected molecules or ions with the total composition C6H33NO9 at a distorted geometry, with properties calculated with ωB97M-V/def2-TZVPD.

Geometry (Å):
C -0.439 2.345 -0.940
N -1.569 1.424 -1.111
C -2.406 1.680 -2.295
C -1.927 0.959 -3.562
C 0.349 1.983 0.324
C 2.679 1.290 -0.413
C 1.325 0.828 0.124
H 0.227 2.399 -1.802
H -0.856 3.362 -0.802
H -1.310 0.424 -1.074
H -3.381 1.344 -1.998
H -2.426 2.773 -2.557
H -1.786 -0.102 -3.399
H -0.993 1.419 -3.957
H -2.681 1.072 -4.364
H -0.382 1.720 1.126
H 0.870 2.909 0.652
H 3.102 2.077 0.224
H 3.386 0.473 -0.429
H 2.548 1.741 -1.392
H 0.901 0.056 -0.555
H 1.443 0.295 1.073
H 2.184 -1.322 -3.015
H 1.354 -0.011 -3.027
O 2.123 -0.431 -3.398
H 0.364 -2.546 0.755
H 1.090 -3.825 0.519
O 1.245 -2.880 0.492
H -2.843 -0.208 0.791
H -2.656 1.352 0.607
O -3.029 0.672 1.216
H 0.161 -2.171 2.776
H -1.180 -1.496 2.938
O -0.744 -2.257 2.481
H -2.627 -2.323 -0.049
H -1.632 -1.845 1.039
O -2.045 -1.638 0.173
H 2.511 -2.389 3.425
H 2.012 -2.228 1.991
O 1.936 -1.840 2.901
H -0.922 0.428 3.559
H -2.265 0.291 2.705
O -1.762 -0.074 3.481
H 3.061 -2.975 -1.948
H 1.728 -2.690 -1.177
O 2.127 -2.780 -2.067
H 1.263 0.156 3.463
H 1.135 1.595 2.937
O 0.739 0.964 3.558

Atomic forces in eV per Å
C -0.43 0.02 0.66
N 0.22 0.38 -0.25
C 0.96 0.28 -0.40
C -0.10 0.76 -0.60
C -0.57 0.30 0.23
C -0.38 0.37 0.50
C 0.08 -0.36 -0.01
H 0.20 -0.08 -0.26
H 0.05 -0.46 -0.16
H 0.01 0.81 -0.04
H -0.78 0.01 -0.27
H -0.12 -0.88 0.74
H 0.14 -0.23 0.07
H -0.47 -0.44 0.35
H 0.30 -0.07 0.32
H 0.39 0.25 -0.57
H -0.01 -0.60 -0.04
H -0.10 -0.15 0.07
H 0.21 -0.17 -0.37
H 0.23 -0.20 -0.28
H 0.08 0.45 0.20
H 0.18 0.06 -0.02
H -0.37 0.17 0.14
H -0.39 0.02 0.22
O 0.60 0.20 -0.54
H 0.13 0.27 -0.02
H 0.19 -0.55 -0.03
O -0.58 0.16 0.14
H -0.10 1.11 0.08
H -0.10 -0.86 0.10
O -0.08 -0.14 -0.21
H 0.74 -0.08 0.32
H -0.42 0.39 0.25
O -0.53 -0.44 -0.51
H -1.27 -1.62 -0.38
H -0.01 -0.28 -0.12
O 1.42 1.54 0.32
H 0.31 -0.19 0.54
H -0.14 0.47 0.62
O 0.16 -0.06 -0.93
H -0.54 -0.02 -0.17
H 0.32 0.10 0.42
O -0.09 0.06 -0.08
H -0.02 -0.04 0.17
H 0.38 -0.01 -0.28
O -0.09 -0.26 -0.02
H 0.08 -0.07 -0.04
H -0.21 -0.22 0.24
O 0.52 0.28 -0.11

Values from the calculation:
SMILES ... CCCCNCC.O.O.O.O.O.O.O.O.O
HOMO-LUMO gap ... 8.836 eV
Net charge ... 0

---

Entry 2:
Below is 10 unconnected molecules or ions with the total composition C6H34N2O9 at a distorted geometry, with properties calculated with ωB97M-V/def2-TZVPD.

Geometry (Å):
C 2.959 0.646 0.267
N 1.722 1.117 0.853
C 1.340 2.567 0.720
C 0.581 3.090 1.937
C -0.778 2.531 2.146
N -0.833 1.086 2.666
C 0.675 3.030 -0.672
C 3.276 -0.775 0.580
H 2.804 0.860 -0.836
H 3.769 1.201 0.682
H 0.877 0.620 0.669
H 2.403 3.074 0.726
H 1.038 3.094 2.990
H 0.764 4.229 1.861
H -1.362 3.246 2.773
H -1.371 2.656 1.152
H -0.920 0.813 3.558
H -0.019 0.676 2.214
H -0.385 3.031 -0.693
H 0.983 3.967 -1.067
H 1.135 2.441 -1.390
H 4.124 -1.006 -0.099
H 3.327 -0.845 1.704
H 2.576 -1.461 0.358
H 0.574 -0.575 -1.626
H 0.615 -1.866 -2.241
O 1.122 -1.068 -2.234
H -2.974 -3.726 -0.177
H -3.845 -3.939 -1.583
O -3.875 -4.081 -0.638
H -0.750 -2.018 -3.993
H -2.173 -1.879 -3.597
O -1.293 -2.203 -3.332
H -3.714 -2.069 -0.932
H -2.366 -1.707 -1.573
O -3.272 -1.462 -1.631
H -0.859 1.230 -5.342
H -0.624 0.105 -4.330
O -1.234 0.484 -4.951
H -0.062 -1.134 1.887
H -0.937 -1.994 2.634
O -0.311 -2.070 2.007
H -0.861 -3.491 -0.842
H -0.884 -2.805 0.566
O -1.455 -3.127 -0.191
H -1.631 -0.431 0.463
H -1.908 0.102 -1.033
O -1.223 -0.246 -0.452
H 1.626 0.412 2.755
H 2.287 -0.197 3.826
O 1.343 -0.135 3.461

Atomic forces in eV per Å
C -2.09 0.64 -2.21
N -1.18 1.74 1.70
C 3.19 0.90 -0.37
C 2.11 2.17 1.65
C -3.27 0.37 -0.36
N 0.45 2.61 -6.73
C 1.06 -0.39 2.35
C 2.06 1.59 1.05
H 1.16 -0.54 0.73
H 0.50 0.96 0.01
H -0.09 -1.07 -1.00
H -1.97 -0.65 0.05
H 0.42 -1.17 -1.52
H -1.65 -1.26 -0.45
H 0.44 -0.89 0.10
H 0.85 -0.93 1.47
H 0.01 -0.17 4.02
H -0.73 0.08 0.89
H -0.95 -0.51 -0.05
H 0.39 1.45 0.63
H 0.23 -1.93 -1.58
H 0.13 -0.25 1.30
H 1.05 -0.21 -1.11
H -2.91 -2.14 -1.21
H -0.28 0.70 0.46
H -0.38 -1.04 -0.33
O 0.58 0.50 -0.06
H -2.38 -1.28 -2.10
H 0.46 0.10 -0.17
O 1.65 0.80 2.16
H 3.73 1.17 -4.66
H 0.35 -0.19 0.25
O -4.05 -1.18 4.19
H 0.86 1.38 -1.74
H 1.25 -0.49 0.31
O -2.72 -0.79 1.19
H 1.15 1.77 -0.81
H 0.64 0.10 0.45
O -1.70 -1.85 0.50
H 0.30 -0.75 0.06
H -3.52 0.00 3.65
O 3.27 0.46 -3.56
H 0.14 -0.29 -0.35
H -0.65 -0.24 -0.61
O 0.80 0.30 1.11
H 0.57 0.64 -2.32
H -0.36 -0.09 0.38
O 0.27 0.08 2.14
H -0.05 1.57 -2.17
H -2.08 -0.59 0.06
O 2.94 -1.19 2.57

Values from the calculation:
SMILES ... CCN[C@@H](C)CCN.O.O.O.O.O.O.O.O.O
HOMO-LUMO gap ... 9.544 eV
Net charge ... 0

---

Entry 3:
Below is 10 unconnected molecules or ions with the total composition C6H35N2O9 at a distorted geometry, with properties calculated with ωB97M-V/def2-TZVPD.

Geometry (Å):
N 0.032 -0.825 -1.429
C -0.442 0.229 -0.465
C -1.799 0.604 -0.819
C -1.974 1.381 -2.215
C -0.378 -0.382 1.017
N 0.979 -1.029 1.244
C 0.948 -2.167 2.188
C 1.815 0.017 1.917
H 1.093 -0.871 -1.261
H -0.477 -1.659 -1.279
H -0.256 -0.389 -2.403
H 0.077 1.145 -0.404
H -2.218 1.289 0.089
H -2.450 -0.344 -0.672
H -1.169 1.835 -2.779
H -2.627 0.771 -2.839
H -2.795 2.098 -2.101
H -1.164 -1.089 1.141
H -0.721 0.293 1.941
H 0.499 -2.119 3.073
H 2.061 -2.401 2.438
H 0.513 -2.992 1.663
H 2.434 -0.458 2.622
H 1.159 0.759 2.328
H 2.521 0.370 1.260
H 0.762 1.945 -3.050
H 0.071 1.583 -4.337
O 0.595 1.143 -3.573
H 1.215 -3.089 -1.519
H 1.946 -3.194 -0.336
O 2.075 -2.832 -1.131
H -4.152 2.660 0.784
H -3.633 3.204 1.896
O -3.594 2.351 1.484
H 4.648 -1.656 -1.271
H 3.144 -1.464 -1.414
O 3.974 -1.060 -1.778
H -2.055 -3.178 -0.261
H -2.525 -2.581 -1.649
O -1.711 -3.045 -1.156
H -2.233 -3.484 2.269
H -2.662 -2.161 1.406
O -2.582 -3.160 1.460
H 1.263 1.698 4.617
H -0.134 1.615 4.999
O 0.506 1.994 4.315
H 0.445 3.180 -1.267
H 1.941 3.179 -1.330
O 1.230 2.672 -1.646
H 0.126 3.207 1.236
H 0.910 4.335 0.744
O 0.550 3.543 0.428

Atomic forces in eV per Å
N 2.13 4.68 -1.43
C -0.39 -1.45 3.18
C -3.47 1.49 1.42
C -2.79 -0.78 1.26
C 0.60 0.36 0.73
N -1.28 1.46 1.52
C 3.93 -0.89 -4.06
C -1.39 -1.17 -0.53
H -1.89 -0.60 -0.78
H -0.76 -1.81 0.46
H 1.53 -1.01 1.70
H 1.82 0.45 -0.85
H 1.09 -1.39 -2.21
H 0.58 1.45 -0.93
H -0.04 -0.43 0.68
H 0.87 -0.75 -0.71
H 0.58 0.70 0.65
H -0.36 -1.23 -0.57
H 1.12 -0.41 -2.27
H -2.27 1.13 3.86
H -1.94 0.04 -0.63
H -0.16 -0.84 -0.26
H 0.43 -0.44 1.45
H 0.26 0.58 0.46
H 1.29 1.52 -1.92
H 0.88 -0.19 0.57
H 1.37 -1.62 1.40
O -1.66 1.06 -2.73
H 0.68 0.11 -0.58
H -0.05 -2.02 5.47
O -0.92 1.25 -4.84
H -0.79 -0.77 -1.51
H 0.70 0.66 1.57
O 0.05 0.16 -0.01
H -1.53 1.76 -1.58
H 1.07 0.46 -0.75
O 0.93 -1.94 2.19
H -0.03 -0.41 0.44
H 2.66 -1.78 1.51
O -2.51 2.01 -2.09
H 0.46 0.13 1.27
H 0.16 -2.00 1.01
O -0.88 1.91 -2.11
H 6.28 -2.12 2.15
H 1.01 0.99 -1.51
O -7.35 1.19 -0.64
H 1.57 -1.07 -0.63
H 1.69 0.81 0.49
O -2.78 0.12 -0.89
H -0.03 -0.17 -0.31
H 0.99 2.15 0.52
O -1.46 -1.30 1.38

Values from the calculation:
HOMO-LUMO gap ... 9.898 eV
Net charge ... +1

---

Entry 4:
Below is 12 unconnected molecules or ions with the total composition C6H35NO11 at a distorted geometry, with properties calculated with ωB97M-V/def2-TZVPD.

Geometry (Å):
C 0.882 0.657 1.552
C 1.082 0.012 0.192
C -0.083 0.336 -0.785
C -1.285 -0.516 -0.741
C -1.360 -1.744 -0.219
C -2.558 0.003 -1.368
N 2.327 0.341 -0.481
H 0.865 1.754 1.416
H -0.140 0.559 1.922
H 1.717 0.463 2.204
H 1.072 -1.077 0.254
H -0.409 1.374 -0.612
H 0.383 0.380 -1.767
H -0.501 -2.160 0.310
H -2.102 -2.506 -0.411
H -2.912 1.019 -1.222
H -3.380 -0.587 -0.944
H -2.646 -0.191 -2.435
H 3.134 -0.141 -0.106
H 2.615 1.315 -0.498
H -2.383 2.501 1.401
H -2.782 3.723 2.152
O -2.094 3.425 1.544
H -1.088 0.457 -5.149
H 0.048 1.307 -4.564
O -0.886 1.091 -4.454
H 3.507 -1.829 2.853
H 2.389 -2.408 2.059
O 2.777 -1.535 2.292
H -2.818 0.068 1.336
H -4.239 0.717 1.141
O -3.307 0.895 1.300
H 4.157 -2.040 -1.159
H 3.369 -2.880 -2.124
O 3.554 -2.788 -1.184
H 1.940 -0.474 -2.854
H 2.419 0.825 -2.584
O 2.156 0.316 -3.372
H 1.139 -2.300 3.366
H 0.532 -1.641 4.707
O 0.506 -2.365 4.080
H -1.827 -1.808 3.813
H -2.387 -2.133 2.430
O -2.601 -1.676 3.246
H -1.407 2.981 -4.039
H -1.071 3.488 -2.703
O -1.798 3.537 -3.338
H 0.988 4.907 -1.112
H -0.173 4.604 -0.247
O 0.496 4.147 -0.784
H 0.645 -4.205 2.179
H 1.967 -4.274 1.351
O 1.569 -3.925 2.157

Atomic forces in eV per Å
C -0.32 1.73 -0.82
C -1.00 -0.20 -0.54
C 0.83 1.36 1.03
C -1.41 -0.50 -0.29
C 1.51 -0.43 0.35
C -1.27 -0.81 -0.48
N 1.26 0.13 -0.42
H 0.36 -0.13 -0.30
H 0.24 -0.90 0.48
H -0.30 -0.44 0.55
H 0.36 0.02 0.30
H 0.10 -0.08 0.00
H -0.55 -0.30 -0.35
H 0.04 0.05 -0.18
H -0.72 0.53 0.11
H 0.89 0.34 0.19
H 0.08 -0.04 -0.09
H 0.51 0.10 -0.26
H -0.28 -0.24 0.34
H -0.66 0.20 0.42
H 0.19 0.26 -0.14
H 0.21 0.23 -0.05
O -0.33 -0.34 0.13
H 0.05 0.04 -0.03
H 0.18 -0.32 0.09
O 0.04 0.07 -0.10
H 0.06 0.36 0.02
H 0.04 0.66 -0.16
O 0.40 -0.87 0.10
H -0.21 -0.26 0.12
H 0.23 -0.24 0.05
O -0.04 0.51 0.22
H 0.04 0.07 0.14
H -0.08 -0.12 0.00
O -0.01 -0.03 -0.11
H -0.15 -0.22 -0.49
H 0.04 0.22 -0.40
O 0.12 -0.08 0.55
H 0.40 0.85 0.25
H 0.56 0.25 -0.41
O -1.28 -0.81 0.53
H -0.04 -0.04 -0.31
H 0.15 -0.11 -0.10
O 0.01 0.10 0.23
H -0.76 0.06 0.12
H -0.24 0.30 0.44
O 0.85 -0.24 -0.32
H 0.28 -0.15 -0.25
H -0.10 -0.63 0.06
O -0.29 0.62 0.16
H 0.20 0.04 -0.03
H -0.20 -0.18 -0.09
O 0.00 -0.38 -0.25

Values from the calculation:
SMILES ... C=C(C)C[C@H](C)N.O.O.O.O.O.O.O.O.O.O.O
HOMO-LUMO gap ... 9.297 eV
Net charge ... 0

---

Entry 5:
Below is 13 unconnected molecules or ions with the total composition C6H35NO12 at a distorted geometry, with properties calculated with ωB97M-V/def2-TZVPD.

Geometry (Å):
C -1.268 -0.823 0.889
N -0.759 -1.610 -0.295
C 0.224 -0.971 -1.118
C 1.230 -0.095 -0.767
C 1.494 0.435 0.585
C 1.050 -2.405 -2.991
C 0.195 -1.454 -2.544
H -0.682 0.096 0.890
H -1.029 -1.503 1.676
H -2.323 -0.617 0.842
H -1.582 -2.003 -0.794
H 2.099 0.026 -1.446
H 2.372 0.071 0.982
H 0.831 0.126 1.369
H 1.547 1.555 0.551
H 1.396 -3.057 -3.860
H 1.776 -2.640 -2.224
H -0.675 -1.024 -3.021
H -2.721 1.041 -3.969
H -2.975 0.740 -2.528
O -3.401 1.113 -3.274
H -0.527 1.635 -0.788
H -0.274 2.489 0.540
O -0.960 2.062 -0.086
H 1.820 -4.575 0.581
H 0.861 -3.432 0.457
O 1.421 -3.905 1.100
H -0.933 3.217 -2.273
H -0.231 4.237 -3.158
O -0.309 3.295 -3.002
H 3.095 -2.715 1.349
H 3.173 -1.615 0.331
O 3.419 -1.926 1.162
H -0.411 -0.365 4.256
H -0.573 0.935 5.119
O -1.003 0.419 4.424
H -0.523 -3.294 3.581
H -1.144 -3.047 2.280
O -1.284 -3.672 3.076
H 1.233 3.064 -1.328
H 2.274 2.797 -0.323
O 1.288 3.020 -0.445
H -2.901 3.330 -1.690
H -1.881 3.451 -0.604
O -2.344 3.955 -1.271
H 1.408 -2.375 3.794
H 1.460 -2.158 2.302
O 1.002 -1.947 3.067
H -2.264 1.392 1.987
H -2.547 1.048 3.469
O -2.632 0.765 2.608
H 1.885 2.133 -3.224
H 3.345 2.342 -3.505
O 2.726 2.050 -2.845

Atomic forces in eV per Å
C 1.27 -0.66 -0.73
N 0.41 3.94 -2.08
C -2.09 -3.25 -0.54
C 1.50 -0.23 1.81
C -1.56 1.26 -0.11
C 0.84 0.18 0.68
C 0.18 -1.26 -0.44
H -1.04 -0.55 0.51
H -0.16 0.49 1.25
H -0.32 -0.24 -0.23
H 1.33 -0.34 -0.04
H -1.13 0.22 -0.20
H 2.66 -0.58 0.38
H -0.37 0.09 0.09
H -0.02 -1.58 0.25
H -1.76 1.57 0.47
H 0.29 -0.11 0.40
H 0.01 -0.23 -0.81
H -0.56 0.25 0.18
H 0.41 -0.59 1.32
O 0.19 0.44 -1.41
H 1.32 -0.43 -1.17
H -1.29 -1.04 -2.08
O -0.72 1.16 3.57
H 0.68 -1.34 -0.67
H 0.10 -0.34 0.42
O -0.84 1.37 0.01
H -0.54 0.66 0.03
H -0.16 0.28 -0.02
O 1.03 -0.91 -0.26
H -2.37 -5.74 0.72
H -0.56 0.11 -2.09
O 3.29 5.44 1.20
H -0.89 1.21 0.26
H 0.03 -0.29 -0.03
O 1.51 -0.92 0.47
H -0.92 -0.79 -0.17
H -0.79 -1.97 1.76
O 1.36 2.27 -1.52
H -0.70 0.66 -5.61
H -2.00 1.05 -0.36
O 3.71 -0.08 5.27
H -1.33 -0.94 -0.76
H -0.02 -0.25 0.51
O 0.66 1.47 0.08
H 0.94 -0.68 0.92
H 1.67 -0.82 -1.99
O -2.43 1.87 1.53
H -0.03 0.49 0.31
H 0.63 1.06 2.70
O -1.24 -1.36 -3.79
H -2.09 0.36 -1.09
H 0.44 0.20 -0.41
O 1.47 -0.56 1.49

Values from the calculation:
HOMO-LUMO gap (spin up / spin down) ... 9.867 / 5.940 eV
Spin multiplicity ... 2
Net charge ... +1

---

Entry 6:
Below is 11 unconnected molecules or ions with the total composition C6H36N2O10 at a distorted geometry, with properties calculated with ωB97M-V/def2-TZVPD.

Geometry (Å):
C -1.920 -2.423 -1.610
C -0.641 -1.849 -1.008
N -0.675 -0.391 -1.263
C 2.432 0.956 -2.827
C 1.535 -0.134 -2.243
C 0.576 0.393 -1.145
C 1.140 0.101 0.238
N 0.228 0.601 1.276
H -2.715 -1.715 -1.731
H -1.728 -2.796 -2.623
H -2.199 -3.314 -1.045
H -0.616 -1.981 0.081
H 0.275 -2.256 -1.425
H -1.516 0.010 -0.882
H 1.779 1.823 -2.960
H 2.886 0.618 -3.752
H 3.158 1.282 -2.087
H 0.882 -0.657 -2.940
H 2.178 -0.913 -1.814
H 0.235 1.407 -1.353
H 1.451 -0.921 0.436
H 2.102 0.636 0.280
H 0.758 0.775 2.108
H -0.551 -0.039 1.375
H -3.039 -1.659 2.081
H -2.845 -1.065 3.478
O -2.389 -1.561 2.790
H -3.108 2.284 -2.119
H -2.727 2.198 -0.619
O -3.347 1.858 -1.291
H -2.021 3.475 1.348
H -1.165 2.079 1.076
O -1.688 2.820 0.737
H 4.343 1.071 -0.548
H 4.753 1.062 0.924
O 4.603 1.648 0.175
H -2.869 -1.219 -4.201
H -3.267 -0.186 -3.072
O -3.527 -0.588 -3.905
H -0.653 -2.341 4.131
H -0.478 -0.894 4.473
O 0.034 -1.697 4.339
H 2.598 -2.942 1.442
H 2.953 -1.455 1.711
O 3.098 -2.199 1.092
H -3.513 -0.109 -0.121
H -4.852 -0.684 -0.648
O -4.053 -0.904 -0.160
H 2.396 0.293 3.212
H 3.804 -0.506 3.636
O 3.075 -0.351 3.036
H 0.850 3.999 1.159
H 2.362 3.901 1.248
O 1.620 4.459 1.507

Atomic forces in eV per Å
C 1.18 -1.49 -0.63
C -0.72 1.82 0.35
N 0.12 -0.45 -1.14
C -1.26 -0.04 0.38
C 0.19 -0.08 0.80
C -1.08 -2.61 -0.04
C 0.88 1.82 -0.04
N -0.04 0.59 -0.90
H -0.24 0.09 0.56
H 0.19 0.08 0.01
H -0.49 0.19 0.05
H 0.06 -0.59 0.02
H -0.03 -0.19 -0.07
H 0.17 0.35 0.11
H 0.31 0.10 -0.60
H 0.25 0.29 -0.06
H 0.33 -0.09 -0.15
H 0.24 0.37 -0.54
H -0.11 0.00 0.05
H 0.59 0.29 0.45
H -0.50 -0.26 -0.68
H -0.20 0.25 0.45
H -0.45 -0.29 0.60
H 0.27 -0.23 0.70
H -0.03 -0.01 -0.05
H -0.14 -0.02 -0.09
O -0.06 0.10 -0.09
H 0.05 0.01 0.01
H -0.04 0.29 -0.06
O 0.01 -0.32 0.08
H 0.23 -0.36 0.57
H 0.50 0.09 0.69
O -0.35 0.20 -1.31
H 0.08 -0.10 0.03
H -0.03 -0.07 -0.04
O -0.05 0.13 0.11
H 0.31 0.09 0.41
H 0.47 -0.21 -0.01
O -0.79 0.29 -0.39
H 0.09 -0.04 -0.21
H 0.10 0.07 -0.01
O -0.02 0.01 0.21
H 0.01 0.05 0.09
H 0.14 -0.58 -0.04
O 0.10 0.06 -0.13
H -0.38 0.31 -0.32
H 0.06 0.28 -0.03
O 0.02 -0.35 0.66
H 0.42 0.27 1.08
H -0.46 0.67 0.63
O 0.16 -0.67 -1.44
H -0.10 -0.02 -0.08
H 0.05 0.06 -0.04
O 0.03 -0.16 0.05

Values from the calculation:
SMILES ... CCN[C@H](CC)CN.O.O.O.O.O.O.O.O.O.O
HOMO-LUMO gap ... 8.256 eV
Net charge ... 0

---

What is the net charge in the first record?
0

---

Which value of net charge does entry 5 give?
+1